[1]
Formula: C45H62IrN6O4
Source: the OMol25 dataset
Level of theory: ωB97M-V with the def2-TZVPD basis set

charge = +1
relative energy (zero: lowest compared OMol25 entry of this formula, charge and spin) = 7.6 kcal/mol
2S+1 = 1
HOMO-LUMO gap = 6.63 eV

Each line ends with the Löwdin charge.
CARTESIAN COORDINATES (ANGSTROEM)
Ir (-0.5817, 0.3871, 0.4032)  1.45
C (1.0239, 5.5663, 0.8948)  -0.05
C (1.3165, 4.0974, 1.2259)  -0.37
C (2.2317, 4.0392, 2.4501)  -0.05
C (1.8897, 3.3948, 0.0036)  -0.14
C (3.2113, 3.6522, -0.3519)  -0.04
C (3.7818, 3.0795, -1.4738)  -0.06
C (3.0218, 2.2608, -2.2911)  -0.02
C (1.6926, 1.9876, -1.9919)  -0.14
C (0.8313, 1.2511, -2.9899)  -0.38
C (1.5359, 0.1036, -3.7091)  -0.05
C (0.3099, 2.2830, -3.9969)  -0.04
C (1.1394, 2.5429, -0.8287)  -0.16
N (-0.2031, 2.1954, -0.4486)  -0.09
C (-1.1243, 3.1054, -0.2773)  -0.09
C (-2.2464, 2.7443, 0.4430)  -0.31
C (-3.4467, 3.4011, 0.7206)  -0.01
C (-4.1801, 2.5284, 1.4908)  -0.03
C (-3.4180, 1.3497, 1.6736)  -0.22
N (-2.2280, 1.4842, 1.0542)  -0.01
C (-3.9881, 0.1505, 2.3957)  -0.54
C (-2.9338, -0.8827, 2.7331)  -0.07
C (-5.0335, -0.4946, 1.4698)  -0.03
C (-4.6715, 0.6080, 3.6898)  -0.04
H (0.5615, 6.0651, 1.7478)  0.09
H (0.3602, 5.6743, 0.0361)  0.07
H (1.9498, 6.0933, 0.6557)  0.09
H (0.3805, 3.6145, 1.5082)  0.11
H (3.1620, 4.5856, 2.2868)  0.08
H (2.4834, 3.0165, 2.7264)  0.04
H (1.7313, 4.5002, 3.3027)  0.09
H (3.8043, 4.3189, 0.2614)  0.11
H (4.8136, 3.2900, -1.7252)  0.11
H (3.4637, 1.8450, -3.1872)  0.11
H (-0.0232, 0.8290, -2.4584)  0.08
H (2.3145, 0.4627, -4.3846)  0.08
H (0.8123, -0.4458, -4.3158)  0.07
H (1.9864, -0.5883, -2.9977)  0.07
H (1.1443, 2.7506, -4.5238)  0.09
H (-0.2545, 3.0746, -3.4995)  0.08
H (-0.3354, 1.8117, -4.7355)  0.07
H (-0.9862, 4.0987, -0.6909)  0.15
H (-3.7242, 4.3880, 0.3856)  0.11
H (-5.1671, 2.6953, 1.8888)  0.11
H (-2.4149, -1.1971, 1.8342)  0.03
H (-3.3972, -1.7679, 3.1718)  0.10
H (-2.1946, -0.5076, 3.4403)  0.09
H (-4.5604, -0.8690, 0.5591)  0.08
H (-5.8065, 0.2193, 1.1833)  0.09
H (-5.5112, -1.3335, 1.9805)  0.09
H (-3.9720, 1.1469, 4.3305)  0.09
H (-5.0275, -0.2681, 4.2349)  0.09
H (-5.5310, 1.2510, 3.5007)  0.08
C (-2.3929, -0.6568, -7.4974)  -0.03
C (-2.3096, -0.8377, -6.0116)  -0.23
C (-1.8783, -2.0417, -5.4617)  0.01
C (-1.7956, -2.2232, -4.0939)  -0.19
C (-1.3576, -3.5671, -3.5661)  -0.03
C (-2.1079, -1.1322, -3.2472)  -0.11
C (-1.9841, -1.3453, -1.8344)  -0.13
O (-1.9702, -0.4881, -0.9427)  -0.13
C (-2.5574, 0.0987, -3.7846)  -0.18
C (-2.9709, 1.2577, -2.9225)  -0.01
C (-2.6627, 0.2061, -5.1588)  0.00
H (-2.3216, -1.6075, -8.0218)  0.08
H (-1.5770, -0.0181, -7.8427)  0.09
H (-3.3266, -0.1701, -7.7789)  0.09
H (-1.6223, -2.8623, -6.1212)  0.12
H (-1.2136, -4.2597, -4.3922)  0.09
H (-2.1010, -4.0059, -2.8984)  0.09
H (-0.4154, -3.5091, -3.0183)  0.08
H (-1.9460, -2.3952, -1.5066)  0.12
H (-3.7092, 0.9554, -2.1777)  0.10
H (-3.4005, 2.0454, -3.5389)  0.09
H (-2.1278, 1.6683, -2.3711)  0.05
H (-3.0297, 1.1328, -5.5853)  0.13
C (2.5935, -3.7020, 2.5981)  -0.07
C (1.3395, -4.5679, 2.6038)  -0.16
C (0.2726, -4.1370, 1.5716)  -0.30
C (-0.9265, -5.0994, 1.6159)  -0.16
C (-2.0431, -4.7025, 0.6559)  -0.06
C (0.9239, -4.2212, 0.2065)  -0.40
O (1.2299, -5.2484, -0.3383)  0.14
N (1.2340, -2.9959, -0.3852)  0.24
C (0.6498, -1.8333, 0.0103)  -0.54
O (0.8673, -0.7639, -0.6331)  -0.08
N (-0.1715, -1.7141, 1.0425)  0.08
C (-0.2282, -2.7407, 1.9785)  -0.43
O (-0.6365, -2.5713, 3.0992)  0.11
H (3.2652, -4.0067, 3.4005)  0.08
H (2.3478, -2.6470, 2.7558)  0.06
H (3.1475, -3.7870, 1.6605)  0.08
H (0.8567, -4.5202, 3.5796)  0.12
H (1.5930, -5.6102, 2.4043)  0.13
H (-1.2950, -5.1091, 2.6420)  0.13
H (-0.5590, -6.0979, 1.3779)  0.13
H (-2.4227, -3.7003, 0.8753)  0.07
H (-2.8825, -5.3924, 0.7329)  0.09
H (-1.6966, -4.7277, -0.3819)  0.07
H (1.7783, -2.9980, -1.2371)  0.17
N (0.7975, 0.8809, 1.7068)  0.10
C (1.8193, 0.8001, 2.2359)  -0.18
N (2.9806, 0.7040, 2.8111)  -0.07
C (4.1952, 1.1019, 2.0705)  -0.12
C (5.3215, 0.1403, 2.4092)  -0.17
C (5.5195, 0.0485, 3.9206)  -0.19
C (4.2273, -0.3806, 4.6113)  -0.17
C (3.0873, 0.5671, 4.2766)  -0.12
H (4.4604, 2.1237, 2.3597)  0.12
H (3.9552, 1.1061, 1.0076)  0.13
H (6.2330, 0.4842, 1.9183)  0.12
H (5.0846, -0.8479, 2.0042)  0.12
H (5.8350, 1.0236, 4.3064)  0.12
H (6.3186, -0.6554, 4.1529)  0.12
H (4.3545, -0.4044, 5.6943)  0.12
H (3.9553, -1.3907, 4.2926)  0.10
H (3.2690, 1.5588, 4.7043)  0.13
H (2.1332, 0.2001, 4.6512)  0.13


[2]
Formula: C45H63CsIN2O6SSbTe
Source: the OMol25 dataset
Level of theory: ωB97M-V with the def2-TZVPD basis set

charge = -2
2S+1 = 1
HOMO-LUMO gap (spin up / spin down) = 2.68 / 2.69 eV

Each line ends with the Löwdin charge.
CARTESIAN COORDINATES (ANGSTROEM)
Cs (-0.4775, 0.4771, -0.1113)  0.80
O (0.4354, -2.0672, -1.1685)  -0.21
H (0.4928, -2.3437, -2.1176)  0.08
H (0.7593, -2.8533, -0.6610)  0.05
C (-2.2236, 2.4981, 3.0732)  -0.34
C (-0.9515, 3.1402, 3.5643)  -0.18
C (0.1057, 2.2997, 2.8817)  -0.28
O (-0.4388, 0.9791, 2.7479)  -0.32
C (-1.8418, 1.0341, 3.0425)  -0.37
H (-2.4473, 2.8477, 2.0584)  -0.06
H (-3.0921, 2.7003, 3.7052)  0.10
H (-0.8750, 3.0263, 4.6523)  0.10
H (-0.8731, 4.2036, 3.3242)  0.11
H (1.0405, 2.2582, 3.4475)  0.10
H (0.3218, 2.6750, 1.8757)  -0.07
H (-1.9964, 0.5636, 4.0194)  0.10
H (-2.3996, 0.4693, 2.2904)  -0.11
C (5.7030, -0.0414, 2.9266)  -0.23
C (4.7534, 0.7698, 2.0615)  -0.45
Sb (2.9456, -0.2633, 1.3816)  1.39
C (2.5049, -1.6048, 3.0585)  -0.45
C (3.4424, -2.7876, 3.2327)  -0.22
C (3.7353, -1.6475, -0.1241)  -0.46
C (5.1321, -2.1871, 0.1362)  -0.22
H (6.5693, 0.5904, 3.2150)  0.06
H (6.0878, -0.9271, 2.3936)  0.04
H (5.1883, -0.3553, 3.8550)  0.06
H (5.2843, 1.1631, 1.1705)  0.05
H (4.4130, 1.6349, 2.6688)  0.04
H (1.4864, -2.0142, 2.8728)  0.04
H (2.4695, -0.9967, 3.9881)  0.05
H (3.4056, -3.4325, 2.3317)  0.06
H (3.1077, -3.3942, 4.0990)  0.05
H (4.4802, -2.4618, 3.4217)  0.04
H (3.7714, -1.0815, -1.0794)  0.00
H (3.0092, -2.4794, -0.2419)  0.04
H (5.8576, -1.3471, 0.1701)  0.07
H (5.4218, -2.8626, -0.6980)  0.05
H (5.1759, -2.7618, 1.0785)  0.04
O (-1.8104, -1.6281, 1.3445)  -0.64
S (-3.2376, -2.0557, 1.5132)  0.87
C (-3.4661, -3.0192, 3.0367)  -0.27
C (-2.2086, -3.4944, 3.7184)  -0.25
C (-1.3199, -2.5769, 4.2998)  -0.02
C (-0.1683, -3.0151, 4.9558)  -0.08
C (0.1081, -4.3770, 5.0435)  -0.11
C (-0.7667, -5.3001, 4.4755)  -0.10
C (-1.9204, -4.8625, 3.8214)  -0.05
C (-3.6471, -3.3321, 0.2901)  -0.28
C (-2.8620, -4.6168, 0.3317)  -0.25
C (-1.4665, -4.6225, 0.2002)  -0.02
C (-0.7553, -5.8237, 0.2074)  -0.08
C (-1.4307, -7.0356, 0.3298)  -0.11
C (-2.8187, -7.0479, 0.4424)  -0.10
C (-3.5312, -5.8469, 0.4394)  -0.06
H (-4.1560, -3.8477, 2.8448)  0.09
H (-3.9938, -2.3570, 3.7344)  0.10
H (-1.5109, -1.5079, 4.2264)  0.10
H (0.5161, -2.2906, 5.3891)  0.10
H (1.0081, -4.7176, 5.5477)  0.09
H (-0.5490, -6.3630, 4.5352)  0.09
H (-2.5847, -5.6026, 3.3826)  0.10
H (-3.5246, -2.8786, -0.7001)  0.07
H (-4.7179, -3.5348, 0.4081)  0.10
H (-0.9168, -3.6869, 0.1026)  0.09
H (0.3279, -5.8082, 0.1190)  0.10
H (-0.8740, -7.9687, 0.3326)  0.09
H (-3.3468, -7.9940, 0.5281)  0.09
H (-4.6156, -5.8827, 0.5179)  0.11
C (-0.0651, 7.3435, 0.7606)  -0.08
O (-0.4660, 7.1228, -0.5925)  -0.11
C (0.4172, 6.3769, -1.3459)  -0.22
C (1.8038, 6.4176, -1.1678)  -0.04
C (2.6333, 5.6663, -2.0007)  -0.11
C (2.0852, 4.8907, -3.0200)  -0.12
C (0.7017, 4.8592, -3.2182)  -0.03
C (-0.1423, 5.5860, -2.3748)  -0.12
N (-1.5427, 5.6712, -2.5119)  0.07
C (-2.3660, 4.9441, -3.1735)  -0.12
C (-2.1415, 3.6393, -3.8022)  -0.19
C (-2.4644, 3.5147, -5.1634)  -0.09
C (-2.3048, 2.2859, -5.7897)  -0.17
C (-1.8470, 1.2036, -5.0486)  -0.13
C (-1.5623, 1.3504, -3.6822)  -0.08
C (-1.7065, 2.5663, -2.9898)  -0.47
O (-1.4734, 2.6688, -1.7387)  -0.24
H (-0.9460, 7.6781, 1.3168)  0.08
H (0.6851, 8.1383, 0.8149)  0.08
H (0.2985, 6.4233, 1.2310)  0.10
H (2.2653, 7.0286, -0.3985)  0.10
H (3.7112, 5.6822, -1.8544)  0.09
H (2.7335, 4.2963, -3.6610)  0.06
H (0.3292, 4.2414, -4.0281)  0.11
H (-1.9298, 6.4070, -1.9196)  0.15
H (-3.4025, 5.3198, -3.2161)  0.11
H (-2.8316, 4.3623, -5.7326)  0.09
H (-2.5418, 2.1645, -6.8420)  0.07
H (-1.7211, 0.2306, -5.5152)  0.08
H (-1.2257, 0.4739, -3.1259)  0.07
I (4.5089, -1.8122, -4.1176)  0.85
C (3.3151, -0.1805, -3.6819)  -0.74
C (3.4483, 1.0081, -4.3926)  -0.14
C (2.6268, 2.0867, -4.0714)  -0.05
C (1.7030, 1.9312, -3.0492)  -0.11
N (1.5512, 0.7900, -2.3423)  0.05
C (2.3627, -0.2429, -2.6752)  -0.25
H (4.1787, 1.1090, -5.1903)  0.09
H (2.7051, 3.0270, -4.6058)  0.09
H (1.0414, 2.7444, -2.7636)  0.08
H (2.2113, -1.1426, -2.0855)  0.04
C (-4.2928, -1.6763, -3.1013)  -0.07
C (-2.7834, -1.5820, -3.0297)  -0.32
O (-2.4032, -0.7479, -1.9452)  -0.27
H (-4.6042, -2.3250, -3.9248)  0.07
H (-4.7365, -0.6857, -3.2447)  0.09
H (-4.6982, -2.0744, -2.1653)  0.06
H (-2.3695, -1.1688, -3.9545)  0.09
H (-2.3459, -2.5716, -2.8684)  0.11
H (-2.7176, 0.1706, -2.1521)  0.06
Te (-3.9086, 1.5499, 0.8780)  0.16
H (0.9793, 2.9141, 0.3121)  -0.10


Number 1: total energy -67639.3612 eV. Number 2: total energy -96258.5806 eV.